(1)
Entry from OMol25: a 2-piece molecular cluster, C2H9NOS overall in a non-equilibrium geometry (ωB97M-V/def2-TZVPD).

The geometry in XYZ format:
```
14
Properties=species:S:1:pos:R:3:forces:R:3:mulliken_charge:R:1
N 0.189 3.168 -1.474 0.12 1.50 1.26 -0.664
C 0.562 1.858 -0.978 2.17 -1.17 -1.63 -0.420
C -0.494 0.792 -1.236 0.49 -0.32 0.16 -0.565
S 0.256 -0.863 -1.556 -0.12 0.24 0.27 -0.237
H 0.791 3.468 -2.222 0.03 -0.47 -0.70 0.241
H 0.484 3.865 -0.785 -0.71 -0.18 0.14 0.255
H 1.424 1.531 -1.590 -0.24 -0.06 -0.12 0.302
H 1.093 1.808 -0.024 -0.95 0.28 0.51 0.359
H -1.012 1.055 -2.154 -0.34 0.12 0.27 0.279
H -1.141 0.647 -0.383 -0.54 0.20 -0.12 0.328
H -0.297 -1.454 -0.492 0.10 -0.14 -0.03 0.122
O -0.598 -4.876 4.283 -0.23 -0.81 -0.02 -0.641
H -1.344 -5.475 4.121 -0.01 0.49 -0.03 0.321
H 0.088 -5.523 4.490 0.24 0.32 0.04 0.320
```
Forces are in eV/Å.

## Properties
lowest unoccupied orbital energy: 0.9 eV
orbital gap: 9.88 eV
F_max: 3.0 eV Å⁻¹
net charge: 0
structure (SMILES): NCCS.O
M: 95.2 Da

---

(2)
Entry from OMol25: a 2-piece molecular cluster, C2H9NOS overall in a non-equilibrium geometry (ωB97M-V/def2-TZVPD).

The geometry in XYZ format:
```
14
Properties=species:S:1:pos:R:3:forces:R:3:mulliken_charge:R:1
N 2.616 -0.287 0.389 0.18 -1.35 0.77 -0.567
C 2.321 -1.398 -0.462 -0.69 -0.44 -1.26 -0.294
O 0.924 -1.639 -0.701 0.62 0.55 -1.46 -0.508
H 2.074 0.513 0.115 -0.24 0.29 -0.09 0.289
H 2.331 -0.580 1.327 0.19 0.63 -0.16 0.250
H 2.715 -1.250 -1.467 -0.01 0.35 0.03 0.243
H 2.732 -2.361 -0.166 0.50 0.25 0.80 0.315
H 0.469 -1.831 0.094 -0.53 -0.30 1.34 0.264
C -3.050 1.376 0.491 0.53 -0.27 -0.47 -0.792
S -1.395 1.156 -0.292 -0.53 0.29 0.18 -0.133
H -3.106 0.756 1.380 0.08 0.04 0.08 0.272
H -3.196 2.421 0.734 -0.13 0.00 0.12 0.282
H -3.778 1.022 -0.231 -0.24 0.11 0.12 0.281
H -1.657 2.102 -1.211 0.28 -0.17 -0.01 0.097
```
Forces are in eV/Å.

## Properties
lowest unoccupied orbital energy: 0.8 eV
orbital gap: 9.88 eV
F_max: 1.7 eV Å⁻¹
net charge: 0
structure (SMILES): NCO.CS
M: 95.2 Da

---

(3)
Entry from OMol25: a 2-piece molecular cluster, C2H9NS overall in a non-equilibrium geometry (ωB97M-V/def2-TZVPD).

The geometry in XYZ format:
```
13
Properties=species:S:1:pos:R:3:forces:R:3:mulliken_charge:R:1
C -1.270 -1.266 -0.024 0.57 0.28 1.05 -0.818
S -1.539 -0.335 -1.518 -0.10 -0.03 -1.22 -0.065
C -2.677 0.967 -0.987 0.50 0.11 1.91 -0.775
H -0.557 -2.087 -0.176 -0.72 -0.12 -0.58 0.290
H -2.207 -1.576 0.447 0.23 -0.24 -0.17 0.274
H -0.688 -0.688 0.696 -0.34 0.43 0.19 0.289
H -3.290 1.431 -1.743 0.25 -0.17 -0.61 0.310
H -3.363 0.545 -0.247 -0.07 -0.08 -0.13 0.232
H -2.105 1.738 -0.436 -0.33 -0.18 -0.45 0.263
N 6.163 0.756 3.174 0.44 0.08 1.32 -0.631
H 6.067 1.738 3.410 -0.05 -0.10 -0.81 0.212
H 5.878 0.463 2.260 -0.36 0.35 -0.19 0.209
H 5.658 0.274 3.906 -0.03 -0.32 -0.32 0.210
```
Forces are in eV/Å.

## Properties
lowest unoccupied orbital energy: 1.1 eV
orbital gap: 9.54 eV
F_max: 2.0 eV Å⁻¹
net charge: 0
structure (SMILES): CSC.N
M: 79.2 Da

---

(4)
Entry from OMol25: a 2-piece molecular cluster, C2H9NS overall (ωB97M-V/def2-TZVPD).

The geometry in XYZ format:
```
13
Properties=species:S:1:pos:R:3:forces:R:3:mulliken_charge:R:1
C -0.217 1.252 -0.785 0.24 0.41 -0.32 -0.935
N -0.096 0.335 0.325 -0.24 -0.16 0.37 -0.196
C -1.387 -0.118 0.829 -0.05 -0.20 0.00 -0.931
H 0.771 1.634 -1.066 -0.13 -0.15 0.05 0.303
H -0.631 0.743 -1.657 -0.03 -0.05 0.05 0.299
H -0.849 2.128 -0.577 -0.10 -0.05 0.04 0.332
H 0.369 0.802 1.095 0.19 -0.04 -0.13 0.230
H -1.902 -0.737 0.090 0.10 0.09 -0.11 0.302
H -2.064 0.703 1.101 0.00 0.02 0.02 0.319
H -1.230 -0.753 1.703 -0.01 0.10 0.01 0.306
S 2.525 -1.966 0.229 0.03 0.04 0.32 -0.275
H 3.255 -2.408 -0.796 -0.06 -0.04 -0.19 0.124
H 1.455 -1.613 -0.491 0.07 0.04 -0.11 0.123
```
Forces are in eV/Å.

## Properties
lowest unoccupied orbital energy: 1.0 eV
orbital gap: 10.04 eV
F_max: 0.6 eV Å⁻¹
net charge: 0
structure (SMILES): CNC.S
M: 79.2 Da

---

(5)
Entry from OMol25: a 2-piece molecular cluster, C2H9NS overall (ωB97M-V/def2-TZVPD).

The geometry in XYZ format:
```
13
Properties=species:S:1:pos:R:3:forces:R:3:mulliken_charge:R:1
C 1.868 -1.715 -0.268 -0.72 0.03 0.16 -0.800
N 1.635 -0.367 0.247 0.22 0.17 0.10 -0.457
H 2.861 -2.100 -0.046 0.14 -0.21 -0.24 0.300
H 1.628 -1.736 -1.327 0.42 0.00 -0.20 0.284
H 1.119 -2.374 0.176 0.16 -0.08 0.15 0.285
H 1.697 -0.389 1.258 -0.07 0.10 0.04 0.211
H 2.379 0.258 -0.054 -0.18 -0.06 -0.03 0.205
C -2.672 1.501 0.117 -0.12 -0.23 0.26 -0.732
S -1.032 1.960 -0.493 -0.09 0.33 -0.20 -0.193
H -2.726 1.586 1.200 0.00 0.10 0.02 0.263
H -2.877 0.467 -0.140 -0.12 -0.02 -0.14 0.259
H -3.443 2.136 -0.323 0.24 -0.03 -0.05 0.272
H -0.439 0.772 -0.346 0.11 -0.11 0.13 0.102
```
Forces are in eV/Å.

## Properties
lowest unoccupied orbital energy: 1.0 eV
orbital gap: 9.58 eV
F_max: 0.7 eV Å⁻¹
net charge: 0
structure (SMILES): CN.CS
M: 79.2 Da

---

(6)
Entry from OMol25: a 2-piece molecular cluster, C2H9NS2 overall in a non-equilibrium geometry (ωB97M-V/def2-TZVPD).

The geometry in XYZ format:
```
14
Properties=species:S:1:pos:R:3:forces:R:3:mulliken_charge:R:1
C 1.195 -2.931 3.948 1.60 -1.49 0.37 -0.953
C 0.399 -2.274 5.016 0.84 3.57 2.31 -0.145
N 0.217 -3.064 6.322 0.21 -0.03 -1.29 -0.579
H 1.598 -3.841 4.403 0.83 0.30 0.40 0.247
H 0.783 -3.475 3.124 -1.30 0.59 -0.92 0.329
H 2.031 -2.306 3.619 -0.25 -0.29 -0.12 0.255
H 1.048 -1.201 5.295 -1.42 -3.09 -0.33 0.133
H -0.495 -1.713 4.661 -0.02 -1.24 0.41 0.258
H 0.597 -4.037 6.379 -0.08 1.44 -0.80 0.233
H -0.754 -3.177 6.552 -0.40 0.24 -0.03 0.220
S -0.431 3.083 -3.327 0.06 -1.17 -0.62 -0.172
S -0.613 1.227 -4.522 -1.44 3.27 -1.63 -0.116
H 0.810 2.818 -2.848 -0.34 0.10 -0.33 0.160
H 0.012 0.642 -3.636 1.73 -2.20 2.58 0.128
```
Forces are in eV/Å.

## Properties
lowest unoccupied orbital energy: -0.3 eV
orbital gap: 8.76 eV
F_max: 4.3 eV Å⁻¹
net charge: 0
structure (SMILES): CCN.SS
M: 111.2 Da

---

(7)
Entry from OMol25: a 3-piece molecular cluster, C2H9O2S overall in a non-equilibrium geometry (ωB97M-V/def2-TZVPD).

The geometry in XYZ format:
```
14
Properties=species:S:1:pos:R:3:forces:R:3:mulliken_charge:R:1
C -1.375 1.213 0.951 0.70 -0.45 0.84 -0.904
C -0.201 0.385 1.571 -1.51 -0.20 0.55 -0.606
S 1.391 0.734 0.862 0.38 -0.17 -0.57 -0.598
H -1.350 1.233 -0.137 0.29 0.27 -0.02 0.232
H -1.213 2.186 1.410 -0.44 0.43 -0.63 0.265
H -2.363 0.826 1.223 -0.03 0.00 0.29 0.273
H -0.540 -0.669 1.610 0.49 -0.08 -0.44 0.153
H -0.176 0.633 2.646 -0.09 0.11 -0.18 0.263
H 0.786 -0.400 -2.699 0.40 -0.11 -0.02 0.329
H -0.147 0.165 -1.704 0.20 0.45 0.90 0.260
O -0.065 0.031 -2.645 -0.47 -0.29 -0.68 -0.660
H -0.910 -2.319 -0.208 -0.06 0.53 1.33 0.315
H -0.997 -2.056 -1.675 0.52 -0.58 0.38 0.328
O -0.681 -2.723 -1.025 -0.37 0.10 -1.76 -0.649
```
Forces are in eV/Å.

## Properties
lowest unoccupied orbital energy: 3.9 eV
orbital gap: 6.53 eV
F_max: 1.8 eV Å⁻¹
net charge: -1
M: 97.2 Da

---

(8)
Entry from OMol25: a 3-piece molecular cluster, C2H9O2S overall in a non-equilibrium geometry (ωB97M-V/def2-TZVPD).

The geometry in XYZ format:
```
14
Properties=species:S:1:pos:R:3:forces:R:3:mulliken_charge:R:1
C 0.144 1.370 -2.093 -0.54 -0.43 0.31 -1.017
C 0.057 1.184 -0.569 0.54 -0.53 -0.60 -0.386
S -0.370 -0.505 -0.074 0.06 -0.70 -0.17 -0.725
H 0.789 0.570 -2.468 0.27 0.42 -0.21 0.271
H -0.829 1.180 -2.558 -0.06 0.13 0.06 0.265
H 0.464 2.393 -2.348 0.19 -0.35 -0.12 0.313
H 1.100 1.283 -0.221 -0.67 0.87 0.39 0.183
H -0.708 1.859 -0.181 0.57 0.31 0.37 0.285
H 2.278 -2.311 2.198 -0.06 0.03 -0.03 0.277
H 1.781 -1.407 1.064 -0.18 0.34 0.24 0.291
O 2.423 -1.446 1.805 0.09 -0.21 -0.23 -0.638
H -2.334 -1.694 2.470 -0.98 -0.27 0.40 0.307
H -1.964 -1.091 1.282 -0.98 0.56 -1.11 0.189
O -2.830 -1.386 1.692 1.74 -0.17 0.71 -0.614
```
Forces are in eV/Å.

## Properties
lowest unoccupied orbital energy: 3.9 eV
orbital gap: 6.87 eV
F_max: 1.9 eV Å⁻¹
net charge: -1
M: 97.2 Da

---

(9)
Entry from OMol25: a 3-piece molecular cluster, C2H9O3 overall in a non-equilibrium geometry (ωB97M-V/def2-TZVPD).

The geometry in XYZ format:
```
14
Properties=species:S:1:pos:R:3:forces:R:3:mulliken_charge:R:1
C -1.410 -0.081 0.538 -0.67 -0.48 -1.90 -0.226
O -1.151 -1.464 0.610 0.79 0.00 0.52 -0.566
C -0.581 0.858 1.358 1.32 0.71 -0.21 -0.810
H -1.279 0.204 -0.516 0.33 0.16 0.05 0.139
H -2.486 -0.002 0.600 -0.50 0.34 0.98 0.346
H -0.941 1.891 1.332 -0.51 -0.11 0.11 0.285
H -0.373 0.583 2.385 -0.34 -0.28 0.30 0.266
H 0.407 0.970 0.878 -0.13 -0.42 0.14 0.180
H 1.824 -0.406 -1.186 0.03 -0.26 0.21 0.439
H 2.860 0.787 -1.429 -0.01 -0.07 0.00 0.241
O 2.614 0.143 -0.759 -0.03 0.17 -0.09 -0.758
H 0.200 -0.600 -2.179 -0.08 -0.23 0.04 0.172
H -0.364 -1.617 0.034 -0.19 0.14 -0.36 0.379
O 0.678 -1.265 -1.666 -0.01 0.31 0.21 -1.086
```
Forces are in eV/Å.

## Properties
lowest unoccupied orbital energy: 4.2 eV
orbital gap: 8.21 eV
F_max: 2.1 eV Å⁻¹
net charge: -1
M: 81.1 Da

---

(10)
Entry from OMol25: a 4-piece molecular cluster, C2H9O5 overall in a non-equilibrium geometry (ωB97M-V/def2-TZVPD).

The geometry in XYZ format:
```
16
Properties=species:S:1:pos:R:3:forces:R:3:mulliken_charge:R:1
O -0.492 -0.099 1.703 -0.87 -1.88 0.03 -0.846
C -1.147 0.379 0.704 3.07 1.07 1.81 0.631
O -0.863 1.543 0.409 -1.42 1.17 -1.49 -0.720
C -1.981 -0.479 -0.204 -0.98 0.93 0.14 -0.696
H -1.359 -0.465 -1.090 -0.21 -0.43 -0.51 0.162
H -2.158 -1.462 0.203 0.09 -0.33 -0.02 0.254
H -2.954 0.028 -0.427 0.83 -0.40 0.05 0.289
H 2.111 -1.532 1.862 0.89 -0.09 0.48 0.303
H 0.760 -1.010 1.428 -0.48 -1.11 -0.04 0.439
O 1.419 -1.816 1.279 -0.90 1.17 0.03 -0.753
H 0.369 2.050 -1.298 -0.51 0.08 -0.13 0.358
H 0.779 0.856 -2.063 -0.13 0.75 -0.24 0.316
O 0.450 1.773 -2.227 0.59 -0.92 0.42 -0.673
H 1.700 -1.202 -0.147 0.18 0.89 -1.56 0.364
H 1.347 -1.500 -1.596 -0.27 -0.46 -0.63 0.289
O 1.750 -0.791 -1.110 0.14 -0.44 1.65 -0.719
```
Forces are in eV/Å.

## Properties
lowest unoccupied orbital energy: 3.9 eV
orbital gap: 8.14 eV
F_max: 3.7 eV Å⁻¹
net charge: -1
M: 113.1 Da

---

Going through the records in order, we get ΔE to the lowest compared entry with this formula, charge and spin values of 58.6, 48.8, 37.6, 50.3, 41.9, 215.0, 66.9, 46.8, 46.3, 64.2 kJ/mol.